Entry 1:
Here is a molecular structure, C16H16ClIN3O5RhS at a distorted geometry from the OMol25 dataset. Energies are from ωB97M-V/def2-TZVPD.

Element x y z (Å)
Rh 0.486 -0.918 -0.355
O -2.203 -0.487 3.098
C -1.582 -0.712 2.107
O -1.275 -0.168 1.062
C -0.743 -2.379 2.194
O -1.228 -3.037 3.054
O 0.144 -2.392 1.364
Cl -0.790 -2.075 -7.160
C -0.081 -2.053 -5.588
C 1.109 -2.713 -5.369
C 1.702 -2.690 -4.119
I 3.506 -3.689 -3.762
C 1.139 -2.025 -3.012
O 1.692 -2.011 -1.876
C -0.122 -1.362 -3.259
N -0.701 -0.741 -2.213
C -1.861 -0.134 -2.358
C -2.532 -0.088 -3.584
C -1.961 -0.696 -4.675
C -0.731 -1.366 -4.541
H 1.581 -3.253 -6.173
H -2.282 0.319 -1.471
H -3.484 0.418 -3.655
H -2.451 -0.692 -5.636
C 1.042 0.034 4.604
C 1.788 0.985 3.675
N 1.708 0.580 2.285
C 1.288 1.284 1.228
S 1.996 0.909 -0.299
N 0.481 2.346 1.298
C -0.627 2.578 2.212
C -0.581 3.987 2.785
H 1.177 0.356 5.634
H 1.432 -0.976 4.504
H -0.023 0.013 4.388
H 2.850 0.992 3.950
H 1.413 2.003 3.769
H 2.244 -0.248 2.042
H 0.376 2.817 0.407
H -0.614 1.834 3.005
H -1.558 2.440 1.653
H 0.330 4.150 3.355
H -1.433 4.137 3.442
H -0.621 4.724 1.987

Output
⟨S²⟩ = 6.01
spin multiplicity = 5
ΔE to the lowest compared entry with this formula, charge and spin = 37.27 kJ/mol
E_LUMO (spin up / spin down) = -0.18 / -1.90 eV
gap between HOMO and LUMO (spin up / spin down) = 7.1 / 5.4 eV

Entry 2:
Here is a molecular structure, C16H16ClN3O2S from the OMol25 dataset. Energies are from ωB97M-V/def2-TZVPD.

Element x y z (Å)
C 2.669 -2.691 0.554
C 1.442 -2.919 -0.268
C 0.938 -4.206 -0.398
C -0.187 -4.454 -1.165
C -0.842 -3.420 -1.816
C -0.362 -2.134 -1.672
C 0.772 -1.863 -0.907
C 1.278 -0.472 -0.808
O 2.458 -0.200 -0.783
C 0.230 0.628 -0.719
H -0.767 0.209 -0.570
C 0.267 1.501 -1.981
C -0.667 2.698 -1.827
C -0.320 3.485 -0.562
N -0.369 2.599 0.584
C -1.385 2.723 1.462
O -2.175 3.655 1.426
C -1.537 1.709 2.540
N -1.233 0.427 2.444
S -1.672 -0.332 3.807
N -2.265 0.972 4.566
C -2.149 2.013 3.782
H -2.493 2.981 4.092
C 0.569 1.514 0.494
H 0.548 0.917 1.404
H 1.575 1.926 0.358
H -1.035 4.292 -0.395
H 0.688 3.903 -0.641
H -0.586 3.352 -2.696
H -1.700 2.353 -1.754
H -0.020 0.912 -2.855
H 1.293 1.846 -2.133
H -0.863 -1.333 -2.192
H -1.712 -3.621 -2.420
Cl -0.778 -6.068 -1.315
H 1.433 -5.027 0.098
H 2.926 -3.585 1.116
H 3.503 -2.430 -0.094
H 2.528 -1.862 1.244

Output
spin multiplicity = 1
ΔE to the lowest compared entry with this formula, charge and spin = 21.75 kJ/mol
E_LUMO = -0.04 eV
gap between HOMO and LUMO = 9.3 eV

Entry 3:
Here is C16H16F2N4O3S in the gas phase at a distorted geometry from the OMol25 dataset. Energies are from ωB97M-V/def2-TZVPD.

Element x y z (Å)
O 3.966 1.854 1.267
C 3.812 0.730 0.848
N 2.677 0.014 1.031
C 1.515 0.611 1.634
C 0.343 0.487 0.731
N 0.262 -0.230 -0.339
N -0.977 -0.070 -0.844
C -1.596 0.738 -0.043
S -3.197 1.353 -0.175
C -3.855 0.182 -1.420
C -4.655 -0.915 -0.727
O -4.210 -2.037 -0.590
N -5.866 -0.557 -0.273
C -6.511 0.736 -0.395
C -7.752 0.611 0.488
C -8.096 -0.873 0.384
C -6.720 -1.528 0.394
O -0.818 1.140 0.988
C 4.886 -0.018 0.111
C 5.276 -1.307 0.460
F 4.627 -1.938 1.459
C 6.315 -1.968 -0.169
C 6.993 -1.331 -1.194
C 6.634 -0.052 -1.580
C 5.597 0.588 -0.923
F 5.250 1.816 -1.323
H 2.544 -0.879 0.583
H 1.282 0.130 2.595
H 1.742 1.666 1.825
H -4.461 0.762 -2.114
H -2.991 -0.254 -1.918
H -6.797 0.920 -1.439
H -5.850 1.542 -0.067
H -7.501 0.864 1.519
H -8.559 1.260 0.156
H -8.604 -1.076 -0.560
H -8.724 -1.219 1.201
H -6.362 -1.692 1.416
H -6.678 -2.481 -0.137
H 6.577 -2.964 0.150
H 7.804 -1.835 -1.694
H 7.146 0.460 -2.379

Output
spin multiplicity = 1
E_LUMO = 0.56 eV
gap between HOMO and LUMO = 9.4 eV
SMILES = O=C(NCc1nnc(SCC(=O)N2CCCC2)o1)c1c(F)cccc1F

Entry 4:
Here is 3 unconnected molecules or ions with the total composition C16H16IN3O5 from the OMol25 dataset. Energies are from ωB97M-V/def2-TZVPD.

Element x y z (Å)
O 0.620 2.315 -4.272
N 1.626 2.759 -3.756
O 2.408 3.513 -4.298
C 1.920 2.350 -2.370
C 1.066 1.468 -1.737
C 1.342 1.085 -0.436
C 2.462 1.589 0.213
C 3.309 2.475 -0.442
C 3.042 2.863 -1.746
H 0.201 1.073 -2.251
H 0.679 0.394 0.066
H 2.671 1.295 1.233
H 4.181 2.868 0.063
H 3.688 3.550 -2.271
O -4.852 -3.297 -4.049
N -4.010 -3.340 -3.175
O -3.474 -4.355 -2.780
C -3.612 -2.066 -2.546
C -4.227 -0.900 -2.960
C -3.854 0.293 -2.361
C -2.883 0.297 -1.369
C -2.274 -0.887 -0.971
C -2.640 -2.086 -1.563
H -4.979 -0.929 -3.734
H -4.322 1.217 -2.671
H -2.594 1.230 -0.900
H -1.519 -0.881 -0.195
H -2.183 -3.018 -1.268
O 0.076 -0.852 1.942
C 0.880 -0.717 2.830
N 1.103 0.454 3.544
C 1.707 0.114 4.858
C 1.537 -1.413 4.937
C 1.786 -1.768 3.467
I 1.387 -3.741 2.872
H 0.279 1.041 3.568
H 1.226 0.650 5.679
H 2.770 0.387 4.837
H 0.475 -1.612 5.139
H 2.165 -1.921 5.672
H 2.816 -1.499 3.201

Output
spin multiplicity = 1
ΔE to the lowest compared entry with this formula, charge and spin = 0.00 kJ/mol
E_LUMO = -0.37 eV
gap between HOMO and LUMO = 9.6 eV
SMILES = O=[N+]([O-])c1ccccc1.O=[N+]([O-])c1ccccc1.O=C1NCC[C@H]1I

Entry 5:
Here is C16H16N8O4 in the gas phase at a distorted geometry from the OMol25 dataset. Energies are from ωB97M-V/def2-TZVPD.

Element x y z (Å)
C -0.214 0.431 5.875
C 0.748 1.121 4.912
C 1.543 2.107 5.443
C 2.400 2.955 4.685
N 3.147 3.946 5.373
O 2.503 4.933 5.733
O 4.336 3.701 5.717
C 2.519 2.723 3.301
C 3.414 3.527 2.437
C 1.725 1.702 2.722
C 0.802 0.902 3.459
C -0.014 -0.049 2.677
C -0.486 -1.308 3.212
C -1.238 -1.832 2.111
C -1.031 -1.056 0.959
C -1.691 -1.161 -0.406
N -1.182 -0.721 -1.499
N -1.928 -0.887 -2.663
C -1.396 -0.289 -3.775
O -2.106 -0.460 -4.736
C -0.010 0.268 -3.949
N 0.802 -0.609 -4.841
N 1.829 -1.272 -4.353
N 2.375 -1.839 -5.354
N 1.689 -1.644 -6.547
C 0.732 -0.850 -6.195
N -0.240 -0.344 -6.990
O -0.303 0.041 1.316
H -1.113 0.184 5.376
H -0.444 1.048 6.766
H 0.298 -0.414 6.283
H 1.729 2.132 6.572
H 3.284 3.446 1.333
H 4.448 3.254 2.453
H 3.434 4.486 2.897
H 1.744 1.584 1.654
H -0.243 -1.783 4.164
H -1.874 -2.660 1.974
H -2.691 -1.510 -0.527
H -2.839 -1.223 -2.726
H -0.191 1.310 -4.371
H 0.531 0.393 -3.012
H -0.463 -0.950 -7.692
H -1.055 -0.047 -6.487

Output
spin multiplicity = 1
E_LUMO = -0.66 eV
gap between HOMO and LUMO = 7.8 eV
SMILES = Cc1cc([N+](=O)[O-])c(C)cc1-c1ccc(/C=N/NC(=O)Cn2nnnc2N)o1